Entry 1:
The following is a DFT calculation (ωB97M-V/def2-TZVPD) of a structure of composition C53H39AsBaCl5F3N7OPSSe in a non-equilibrium geometry.

Element x y z (Å)
Ba1 -0.9099 0.5481 -2.3048
Se1 -8.5217 2.1090 -5.5244
As1 2.8963 -1.2836 4.1656
Cl1 5.1421 3.4877 -1.4908
Cl2 -0.6467 5.7202 -2.3845
Cl3 4.7325 6.3345 -2.5575
Cl4 1.8183 7.4330 -2.9635
Cl5 2.5798 1.5655 -1.1663
S1 1.0601 0.8107 -5.0930
P1 0.8338 -1.6854 -0.1797
F1 -3.6379 -1.9828 -2.7761
F2 -1.5040 -1.8481 -3.1415
F3 -2.4131 -2.8778 -1.3682
O1 -0.0116 2.9543 -1.7483
N1 -1.4781 1.9159 0.6753
N2 -7.2234 0.9364 -6.0042
N3 -7.4647 2.9637 -4.2727
N4 0.0852 3.2531 -4.6471
N5 -3.0389 2.3958 -2.7985
N6 -2.4573 0.6555 -4.7477
N7 2.2893 3.2110 -4.7273
C1 0.9719 -0.0881 5.9182
C2 1.3256 3.5218 1.5746
C3 -4.0148 2.1332 -3.6326
C4 -1.3986 -0.5910 6.2104
C5 -4.8310 0.6460 -5.4353
C6 2.3638 3.2544 -1.4318
C7 -3.2819 -0.9597 -6.3024
C8 -1.5189 -1.7678 1.2711
C9 3.3924 5.3710 -2.1202
C10 -0.2513 0.1441 6.5677
C11 2.7534 -3.8844 -3.0267
C12 1.0866 -0.9851 4.8878
C13 3.3559 -4.9465 -0.8848
C14 1.7842 -3.0408 -0.9768
C15 0.9362 5.0811 -2.0205
C16 -1.2734 -1.4300 5.1546
C17 1.1483 2.4896 -4.8674
C18 -5.2379 2.7970 -3.4874
C19 2.4931 -1.9917 2.2474
C20 1.0216 3.7296 -1.7431
C21 -6.2769 2.4131 -4.4056
C22 -2.2963 -0.3841 -5.5619
C23 -5.3751 3.7811 -2.5089
C24 -0.5750 2.0888 1.3871
C25 -3.7534 1.1224 -4.6710
C26 2.0770 5.8970 -2.2187
C27 -0.0606 -1.7352 4.4978
C28 2.6178 -4.8424 6.4149
C29 1.9375 -1.0249 1.1789
C30 0.6296 2.2266 3.4551
C31 0.4628 2.6419 2.1746
C32 2.4773 3.7649 3.6767
C33 1.8510 -2.9876 -2.3812
C34 2.2766 4.1274 2.3590
C35 -4.3439 4.0267 -1.6529
C36 -2.5297 -1.6933 -2.0629
C37 1.7063 2.7365 4.1670
C38 -0.5649 -3.8845 0.9892
C39 -2.6583 -2.2895 1.7421
C40 -2.7541 -3.6729 1.9558
C41 3.1990 -3.0518 4.9356
C42 -3.1549 3.3694 -1.8852
C43 -1.6541 -4.4650 1.5850
C44 -4.5668 -0.4065 -6.3201
C45 3.8939 -5.4554 6.1969
C46 4.4356 -3.6058 4.7498
C47 4.8031 -4.7727 5.4109
C48 2.5641 -4.0191 -0.2469
C49 -0.4747 -2.4932 0.7540
C50 3.4803 4.0298 -1.6939
C51 2.2734 -3.6664 5.8288
C52 -6.1716 1.2744 -5.3368
C53 3.4924 -4.8209 -2.3059
H1 -2.2403 3.5876 -1.3498
H2 0.1867 4.2036 -4.2532
H3 1.8000 0.4841 6.3884
H4 -2.2572 -0.4630 6.8201
H5 2.2069 4.2084 -4.7404
H6 -1.7555 -5.5505 1.7127
H7 1.3681 -3.2309 6.0751
H8 0.2541 -4.4358 0.5655
H9 -2.1817 -1.9151 4.9533
H10 2.7192 -3.8591 -4.1023
H11 -4.4155 4.7864 -0.8332
H12 1.2130 -2.3787 -2.9279
H13 -0.0026 1.4025 3.9112
H14 3.2763 4.2531 4.2055
H15 -3.6377 -4.1283 2.4822
H16 4.1466 -6.3134 6.7494
H17 2.4205 -4.0558 0.8027
H18 2.8008 -0.4770 0.8236
H19 -1.5598 -0.6593 1.1293
H20 -3.4423 -1.6232 1.9842
H21 -0.0692 -2.5359 3.7988
H22 1.8251 2.4015 5.1906
H23 2.7987 4.9374 1.8002
H24 -0.3120 0.8598 7.3834
H25 3.8565 -5.7599 -0.3698
H26 3.1372 2.6987 -4.9441
H27 1.2847 -0.2534 1.5621
H28 -0.8354 2.8666 -4.8620
H29 1.8086 -2.8896 2.4596
H30 -3.0638 -1.8188 -6.9685
H31 1.1803 3.9085 0.6099
H32 5.8699 -5.0474 5.4802
H33 4.0896 -5.4889 -2.9705
H34 1.9732 -5.2492 7.1821
H35 -6.3158 4.2942 -2.4466
H36 -5.3289 -0.8638 -6.8838
H37 -1.3137 -0.8021 -5.6111
H38 5.1823 -2.9563 4.2421
H39 3.4102 -2.4651 1.8961

Computed properties:
* E_tot: -10504.44595 hartree
* relative energy (zero: lowest compared OMol25 entry of this formula, charge and spin): 2.316 eV
* highest occupied orbital energy: -7.9378 eV
* lowest unoccupied orbital energy: -0.866 eV



Entry 2:
The following is a DFT calculation (ωB97M-V/def2-TZVPD) of a structure of composition C53H40Ge2NRe in a non-equilibrium geometry.

Element x y z (Å)
Re1 0.3538 0.7620 -0.2534
Ge1 2.6186 -1.3052 0.4084
Ge2 -2.4428 2.1001 1.5081
N1 0.1192 0.4004 -2.3835
C1 1.3181 1.6443 -5.6449
C2 6.0301 -2.8051 2.4148
C3 1.8106 3.2454 -3.9132
C4 1.3880 -3.2055 2.1177
C5 3.8476 0.2040 -1.7102
C6 -2.7309 4.0008 1.6467
C7 -2.3380 1.2346 3.2272
C8 1.6309 -2.9462 0.7625
C9 1.4526 0.1073 1.0599
C10 -5.4899 0.0233 -1.4638
C11 -4.7300 1.1162 -1.8712
C12 -0.9495 0.1518 4.8857
C13 4.3508 0.5188 -2.9675
C14 6.7713 -1.6669 2.6989
C15 0.6941 1.1966 -3.3498
C16 -0.7910 1.7109 0.6266
C17 -3.1515 6.7551 1.8809
C18 -0.8205 -0.9394 -0.2754
C19 -3.7783 1.2939 0.3500
C20 5.0422 -0.3126 1.7180
C21 0.7084 0.8020 -4.6871
C22 -3.4446 1.0479 4.0588
C23 -1.9548 6.1943 2.3125
C24 -4.1377 5.9455 1.3361
C25 3.2189 -1.0221 -1.4525
C26 1.8627 2.8393 -5.2674
C27 -1.7480 4.8267 2.1968
C28 3.5816 -1.5969 -3.7899
C29 -1.3683 -1.6236 0.8110
C30 -5.3972 -0.4354 -0.1587
C31 4.2853 -1.4481 1.4164
C32 -1.0724 -1.4622 -1.5612
C33 -1.0860 0.7756 3.6500
C34 -0.4767 -0.7473 -2.6917
C35 -3.9274 4.5745 1.2185
C36 -1.8666 -2.6003 -1.7440
C37 4.7963 -2.6964 1.7774
C38 -3.8766 1.7413 -0.9727
C39 0.1705 -5.2064 1.5710
C40 -2.1506 -2.7505 0.6296
C41 0.3884 -4.9588 0.2232
C42 4.2124 -0.3802 -4.0149
C43 -2.4121 -3.2411 -0.6493
C44 3.1015 -1.9168 -2.5227
C45 -3.3070 0.4191 5.2902
C46 6.2736 -0.4166 2.3519
C47 1.2384 2.4381 -2.9710
C48 -0.4902 -1.1925 -4.0415
C49 -4.5451 0.1991 0.7417
C50 -2.0573 -0.0251 5.7036
C51 1.1089 -3.8371 -0.1764
C52 0.0957 -0.4396 -5.0038
C53 0.6665 -4.3217 2.5204
H1 6.4108 -3.7817 2.6897
H2 -0.0118 -5.6339 -0.5239
H3 -4.7991 1.4748 -2.8913
H4 2.2230 4.2029 -3.6218
H5 3.4786 -2.3103 -4.5995
H6 -4.7020 3.9509 0.7866
H7 4.8485 1.4673 -3.1292
H8 -0.9557 -2.1355 -4.2867
H9 6.8427 0.4765 2.5800
H10 -1.1649 -1.2691 1.8153
H11 -1.1839 6.8235 2.7401
H12 0.0912 -0.7738 -6.0352
H13 1.1751 2.7613 -1.9330
H14 -2.5584 -3.2600 1.4958
H15 -6.1480 -0.4722 -2.1669
H16 1.2246 -3.6530 -1.2352
H17 2.6633 -2.8935 -2.3742
H18 4.2315 -3.5969 1.5645
H19 -3.3131 7.8224 1.9704
H20 1.3394 1.3289 -6.6816
H21 3.9740 0.9249 -0.9070
H22 -4.4239 1.4020 3.7535
H23 -3.0326 -4.1179 -0.7832
H24 0.4899 -4.4987 3.5746
H25 -2.0740 -2.9825 -2.7361
H26 0.0235 -0.2033 5.2028
H27 4.6604 0.6745 1.4762
H28 -5.9774 -1.2931 0.1596
H29 7.7323 -1.7517 3.1914
H30 -3.2707 2.5766 -1.3087
H31 1.7616 -2.5188 2.8708
H32 -0.3878 -6.0813 1.8813
H33 -4.4638 -0.1862 1.7524
H34 4.5999 -0.1377 -4.9970
H35 -4.1720 0.2770 5.9264
H36 -0.8106 4.4008 2.5406
H37 -0.2226 0.8638 2.9965
H38 -5.0719 6.3797 1.0017
H39 2.3259 3.4837 -6.0028
H40 -1.9483 -0.5098 6.6660

Computed properties:
* E_tot: -6330.38104 hartree
* highest occupied orbital energy: -6.3994 eV
* lowest unoccupied orbital energy: -0.856 eV



Entry 3:
The following is a DFT calculation (ωB97M-V/def2-TZVPD) of a structure of composition C53H40N7O2P2PtSe2.

Element x y z (Å)
Pt1 -1.9097 -0.2674 0.2861
Se1 -1.9429 2.2695 -1.4726
Se2 5.3270 -0.5210 -0.5630
P1 3.8926 1.0145 -0.6896
P2 -0.0681 2.5335 -0.5397
O1 -3.0110 -2.4483 -2.7056
O2 -0.9593 -3.0342 1.3139
N1 0.8509 -1.1919 -0.0954
N2 2.0927 -0.8592 -0.2634
N3 -3.8537 -0.1437 0.8746
N4 -4.1143 0.1907 2.0617
N5 -2.4181 -4.3297 -1.5385
N6 0.0901 -0.1130 -0.1276
N7 -1.9695 -2.3058 -0.6299
C1 3.9895 1.8339 -2.3013
C2 0.9125 3.7303 -1.5166
C3 -1.9750 1.0320 4.8883
C4 0.5551 3.9607 -2.8440
C5 -3.0945 -6.5303 0.1040
C6 5.3613 2.9006 -3.9703
C7 4.4940 2.5524 2.9996
C8 4.7350 3.5078 0.4046
C9 4.2602 2.2226 0.6220
C10 -2.9811 0.4590 2.8003
C11 0.8579 0.9825 -0.3546
C12 -3.1119 0.7718 4.1574
C13 -1.4229 3.7397 1.5653
C14 4.3123 2.8230 -4.8801
C15 -5.0009 -0.2929 0.0200
C16 2.2946 5.6054 -3.0508
C17 2.1775 0.4832 -0.4185
C18 -1.4928 -5.8750 1.7612
C19 2.9482 1.7520 -3.2149
C20 1.9527 4.4663 -0.9618
C21 -7.3646 -0.2420 -0.3575
C22 -3.5537 -7.5388 0.9412
C23 -1.4378 -3.2240 0.2152
C24 -0.6084 0.6433 2.9171
C25 -2.5176 -2.9530 -1.7109
C26 0.7909 3.8543 3.2373
C27 -0.1322 -5.0615 -0.9421
C28 -0.7268 0.9554 4.2578
C29 4.9559 3.8448 2.7762
C30 -1.5181 -4.6297 -0.4436
C31 -1.9579 -6.8761 2.5986
C32 -1.7467 0.4127 2.1330
C33 -2.0631 -5.6886 0.5034
C34 2.3523 -5.9143 -1.8962
C35 1.2425 4.8915 -3.6041
C36 5.0777 4.3190 1.4803
C37 1.0427 -4.5548 -0.3980
C38 -5.8627 -0.7074 -2.1729
C39 4.1531 1.7441 1.9300
C40 -2.9873 -7.7154 2.1933
C41 -6.2955 -0.1193 0.5092
C42 -0.1971 3.2565 1.1242
C43 -4.7791 -0.5860 -1.3121
C44 -0.0466 -6.0069 -1.9613
C45 0.9027 3.2989 1.9735
C46 -7.1521 -0.5340 -1.7025
C47 2.2756 -4.9749 -0.8805
C48 1.1829 -6.4331 -2.4358
C49 -0.4317 4.3489 3.6693
C50 5.2080 2.3917 -2.6939
C51 2.6450 5.3940 -1.7274
C52 -1.5377 4.2826 2.8366
C53 3.1142 2.2411 -4.5044
H1 4.4019 2.1721 4.0090
H2 -0.2756 3.4095 -3.2644
H3 5.4416 5.3229 1.3005
H4 -2.2848 3.6616 0.9140
H5 -2.5010 4.6366 3.1802
H6 4.4373 3.2058 -5.8851
H7 -0.5266 4.7663 4.6639
H8 1.2272 -7.1675 -3.2306
H9 -3.7798 -0.7644 -1.6844
H10 3.8067 0.7307 2.1001
H11 -7.9954 -0.6335 -2.3746
H12 5.2245 4.4772 3.6130
H13 0.3763 0.5621 2.4718
H14 1.6556 3.8784 3.8874
H15 3.1773 -4.5427 -0.4660
H16 -5.6785 -0.9612 -3.2082
H17 2.8359 6.3289 -3.6474
H18 2.2988 2.1626 -5.2117
H19 6.0457 2.3851 -2.0074
H20 2.2190 4.3426 0.0748
H21 3.4541 5.9582 -1.2799
H22 1.8414 2.8655 1.6716
H23 3.3160 -6.2335 -2.2726
H24 0.1697 1.1454 4.8377
H25 -8.3716 -0.1119 0.0184
H26 -3.5626 -6.3779 -0.8591
H27 -3.3450 -8.4980 2.8507
H28 0.9552 5.0565 -4.6348
H29 -2.4094 -4.8629 -2.3926
H30 0.9948 -3.7997 0.3739
H31 2.0132 1.2844 -2.9327
H32 4.8263 3.8876 -0.6037
H33 -2.0396 1.2759 5.9408
H34 -4.3611 -8.1815 0.6123
H35 -1.5110 -6.9997 3.5773
H36 -4.0978 0.7889 4.6040
H37 -6.4470 0.1084 1.5527
H38 -0.9487 -6.4339 -2.3862
H39 -0.6968 -5.2170 2.0791
H40 6.3082 3.3339 -4.2660

Computed properties:
* E_tot: -8182.51149 hartree
* relative energy (zero: lowest compared OMol25 entry of this formula, charge and spin): 1.183 eV
* charge: -1
* highest occupied orbital energy: -4.7840 eV
* lowest unoccupied orbital energy: 1.694 eV



Entry 4:
The following is a DFT calculation (ωB97M-V/def2-TZVPD) of a structure of composition C53H41N2OP2PtS2 in a non-equilibrium geometry.

Element x y z (Å)
Pt1 -1.4595 -0.4622 0.3223
S1 -0.4257 -1.7018 -1.7696
S2 -3.4349 -1.3242 0.6282
P1 0.6680 -0.6555 1.2436
P2 -1.2163 1.3412 -0.9679
O1 -1.5897 -1.9965 -2.6648
N1 -5.4202 -1.0388 2.3241
N2 -3.4318 0.1463 2.8842
C1 2.1986 2.2725 -5.9510
C2 0.5078 -0.8738 3.0463
C3 1.3595 0.8680 -4.2138
C4 -3.7602 2.5038 -0.6641
C5 -2.9122 1.7405 -1.4630
C6 0.8160 -0.9615 -2.7947
C7 2.0574 -4.3601 -0.1523
C8 -5.9661 -0.6025 3.4602
C9 1.3009 -3.1776 -0.2241
C10 1.3566 -0.7198 5.3017
C11 2.7535 -2.3524 1.5181
C12 -5.0769 2.7002 -1.0492
C13 1.6365 -2.1503 0.7287
C14 -5.5561 2.1240 -2.2183
C15 1.2172 2.1345 -4.8124
C16 0.0738 -4.3182 -2.0258
C17 -3.4006 1.1446 -2.6267
C18 -0.7891 -1.7190 4.8976
C19 -4.1691 -0.6502 2.1147
C20 -0.4601 2.5923 -3.1913
C21 1.5076 -0.4907 3.9441
C22 2.9354 0.9062 -6.0063
C23 2.5935 -1.1732 -4.4540
C24 2.7083 0.6511 -0.1136
C25 -0.8489 3.9529 2.1136
C26 -3.1581 1.4795 4.8774
C27 1.8568 0.6956 0.9897
C28 -0.2973 1.3786 -2.5459
C29 1.8937 1.8023 1.8354
C30 0.2721 2.9899 -4.3282
C31 3.1692 -4.5416 0.6910
C32 0.6012 0.4159 -3.1232
C33 -4.7191 1.3426 -3.0033
C34 0.3405 -3.1975 -1.2842
C35 2.8007 2.8253 1.6056
C36 -1.1402 2.8536 1.3233
C37 1.7899 -1.7020 -3.4196
C38 -0.6182 2.7502 0.0279
C39 -0.6461 -1.4799 3.5372
C40 0.2685 3.7247 -0.4189
C41 3.6629 2.7642 0.5194
C42 3.6063 1.6828 -0.3479
C43 2.3447 0.1002 -4.8726
C44 -0.0015 4.9462 1.6391
C45 0.5736 4.8161 0.3856
C46 3.5498 -3.5145 1.5018
C47 2.8153 -6.5858 -0.5670
C48 -3.9919 0.5788 4.0172
C49 1.8081 -5.5169 -0.9273
C50 0.2096 -1.3407 5.7807
C51 0.7870 -5.5218 -1.8314
C52 -5.2855 0.2008 4.3549
C53 3.7378 -5.9266 0.4948
H1 -6.9878 -0.9119 3.6500
H2 4.3784 3.5593 0.3499
H3 -1.2790 4.0305 3.1047
H4 1.9197 -2.7414 -3.1449
H5 2.6837 -0.1975 -0.7885
H6 -6.5860 2.2789 -2.5142
H7 -3.6898 1.7876 5.7760
H8 1.2212 1.8646 2.6812
H9 -1.7755 2.0644 1.7137
H10 2.8301 3.6746 2.2762
H11 3.3740 -6.9028 -1.4482
H12 0.7347 3.6446 -1.3902
H13 -1.6906 -2.1955 5.2632
H14 1.6873 2.4986 -6.8868
H15 1.2619 5.5694 0.0224
H16 3.7384 -6.4802 1.4345
H17 4.2736 1.6305 -1.1995
H18 3.0338 -1.5795 2.2220
H19 2.1364 -0.4127 5.9870
H20 -5.7310 3.3029 -0.4323
H21 4.7733 -5.8782 0.1564
H22 -3.4023 2.9559 0.2506
H23 2.8890 3.0948 -5.7606
H24 -2.2368 0.9696 5.1641
H25 -5.0940 0.8792 -3.9068
H26 0.5442 -6.3963 -2.4220
H27 0.0972 -1.5242 6.8420
H28 2.7687 0.3996 -6.9575
H29 4.0140 1.0187 -5.8930
H30 -5.7442 0.5275 5.2781
H31 3.3421 -1.7981 -4.9252
H32 -2.8748 2.3681 4.3111
H33 -0.6889 -4.2433 -2.7933
H34 4.4148 -3.5806 2.1501
H35 2.4055 0.0000 3.5912
H36 -1.4448 -1.7589 2.8639
H37 -2.7587 0.5104 -3.2276
H38 2.3169 -7.4723 -0.1729
H39 -1.1738 3.3012 -2.7869
H40 0.0929 3.9633 -4.7675
H41 0.2229 5.8094 2.2535

Computed properties:
* E_tot: -3827.29040 hartree
* charge: +1
* highest occupied orbital energy: -9.6692 eV
* lowest unoccupied orbital energy: -3.675 eV